1.
Here is a 3-piece molecular cluster, C6H13NO overall at a distorted geometry from OMol25. Energies are from ωB97M-V/def2-TZVPD.

## Properties
Multiplicity: 1
Largest force on an atom (eV/A): 2.3
E (eV): -9965.2209

CARTESIAN COORDINATES (ANGSTROEM)
C (0.63600, -0.05176, -0.01390)
C (-1.50817, -0.23376, 0.14730)
C (0.94526, -0.61486, -1.37271)
C (-1.59320, -1.72282, 0.37447)
C (0.13955, 1.22994, 0.07632)
N (1.20131, -0.67104, 1.06597)
C (-0.48401, 2.37433, 0.02071)
O (2.09803, 1.79779, -0.18635)
H (2.50571, 1.87344, 0.68749)
H (1.31791, -0.12305, 1.90425)
H (1.81985, -1.44022, 0.86574)
H (-1.92190, 0.32721, 0.98184)
H (-1.93298, 0.08029, -0.80242)
H (1.93720, -0.24214, -1.62944)
H (0.94049, -1.70610, -1.35295)
H (0.23486, -0.25905, -2.11411)
H (0.10994, 3.27438, -0.03856)
H (-1.56331, 2.44772, 0.08083)
H (-1.21578, -2.29145, -0.47755)
H (-2.63645, -2.02422, 0.52304)
H (-1.03031, -2.02462, 1.26004)

---

2.
Here is a 3-piece molecular cluster, C4H17N2O2 overall at a distorted geometry from OMol25. Energies are from ωB97M-V/def2-TZVPD.

## Properties
Total charge: +1
Multiplicity: 1
Largest force on an atom (eV/A): 2.2
E (eV): -11492.6668

CARTESIAN COORDINATES (ANGSTROEM)
C (0.44168, 0.12507, 1.63407)
N (1.23228, 1.27853, 2.03904)
C (0.52745, -0.06422, 0.09994)
N (0.56954, 1.30251, -0.53643)
C (-0.74643, 1.98384, -0.60627)
C (-1.84837, 1.32245, -1.48051)
H (0.63453, -0.71414, 2.27149)
H (-0.62887, 0.33758, 1.80191)
H (2.19428, 1.08438, 2.27606)
H (0.83998, 1.84811, 2.77285)
H (1.41187, -0.53192, -0.32399)
H (-0.27234, -0.67700, -0.28181)
H (1.18598, 1.95735, -0.03576)
H (0.95388, 1.26484, -1.48340)
H (-0.63582, 2.97936, -0.96338)
H (-1.14149, 1.96286, 0.43381)
H (-1.66066, 0.30594, -1.80651)
H (-2.73769, 1.35907, -0.86411)
H (-2.13479, 1.89893, -2.36902)
H (2.17311, -3.04139, 1.02146)
H (0.68329, -3.35258, 1.10786)
O (1.32767, -2.79540, 0.64788)
H (-1.38992, -2.22159, -2.60616)
H (-1.41084, -3.05116, -1.31652)
O (-1.44619, -2.15282, -1.65338)

---

3.
Here is an isolated ion of composition C17H21F3N2O and charge +2 at a distorted geometry from OMol25. Energies are from ωB97M-V/def2-TZVPD.

## Properties
Total charge: +2
Multiplicity: 1
Largest force on an atom (eV/A): 1.6
E (eV): -31134.9973

CARTESIAN COORDINATES (ANGSTROEM)
C (-2.89066, -4.39009, 3.13538)
C (-3.47423, -2.98869, 2.79274)
C (-4.47111, -3.00719, 1.60618)
C (-3.82040, -2.93202, 0.20733)
N (-2.84542, -1.83226, 0.05184)
C (-1.53820, -2.15385, 0.04862)
C (-0.55039, -1.22398, -0.08139)
C (-0.91210, 0.12674, -0.24747)
C (0.20087, 1.11396, -0.43185)
C (0.79735, 1.83382, 0.59815)
C (1.83853, 2.68176, 0.31286)
N (2.31215, 2.83792, -0.92153)
C (3.46288, 3.71893, -1.24142)
C (4.81577, 2.98472, -1.22746)
O (5.77841, 3.89351, -0.76011)
C (5.26279, 2.44794, -2.59643)
F (6.41335, 1.77019, -2.38598)
F (4.38597, 1.57458, -3.13931)
F (5.53749, 3.40433, -3.47425)
C (1.72592, 2.16889, -1.93313)
C (0.68491, 1.30671, -1.73376)
C (-2.26061, 0.44663, -0.26394)
C (-3.18766, -0.55605, -0.11547)
H (-3.15340, -4.67993, 4.15713)
H (-1.79342, -4.34135, 3.08630)
H (-3.19665, -5.17577, 2.43280)
H (-2.64349, -2.31535, 2.52888)
H (-4.02244, -2.59947, 3.65720)
H (-4.99381, -3.97521, 1.63978)
H (-5.25794, -2.24602, 1.69865)
H (-4.62597, -2.89571, -0.53624)
H (-3.28610, -3.87373, 0.03769)
H (-1.26437, -3.19982, 0.16883)
H (0.50464, -1.48330, -0.09399)
H (0.44569, 1.72928, 1.62197)
H (2.29471, 3.23875, 1.13099)
H (3.28331, 4.29347, -2.15703)
H (3.50826, 4.45610, -0.42829)
H (4.79238, 2.14973, -0.50472)
H (6.60414, 3.42602, -0.57221)
H (2.10768, 2.32942, -2.93872)
H (0.27797, 0.80592, -2.60822)
H (-2.59001, 1.47500, -0.38814)
H (-4.25680, -0.34456, -0.13229)

---

4.
Here is C25H27N3O2S as an isolated structure at a distorted geometry from OMol25. Energies are from ωB97M-V/def2-TZVPD.

## Properties
Multiplicity: 1
Largest force on an atom (eV/A): 4.4
E (eV): -45761.5627

CARTESIAN COORDINATES (ANGSTROEM)
C (2.27954, -1.38759, 1.81896)
C (2.05035, 0.06941, 1.64917)
N (3.01061, 0.98540, 2.00111)
C (4.34089, 0.63595, 2.49867)
C (2.52562, 2.28011, 1.81488)
C (1.18078, 2.17006, 1.34929)
C (0.41903, 3.34781, 1.26466)
C (1.00328, 4.55449, 1.68421)
C (2.33682, 4.63148, 2.07032)
C (3.11478, 3.47186, 2.22410)
C (0.84769, 0.74777, 1.29652)
C (-0.43181, 0.16012, 0.93808)
C (-1.65327, 0.73932, 1.58020)
C (-1.48728, 1.55017, 2.75319)
C (-2.54242, 2.27039, 3.31907)
C (-3.85824, 2.10154, 2.84406)
C (-4.06871, 1.24963, 1.75152)
C (-3.00667, 0.55384, 1.17711)
H (1.30440, -1.91415, 1.76214)
H (2.94814, -1.79548, 1.02424)
H (2.76502, -1.56753, 2.80904)
H (4.87342, 1.58455, 2.66059)
H (4.26864, 0.10391, 3.46541)
H (4.89601, 0.01447, 1.76894)
H (-0.59517, 3.26817, 0.87641)
H (0.39800, 5.45631, 1.64182)
H (2.76857, 5.59481, 2.35949)
H (4.11507, 3.47277, 2.64234)
H (-0.45835, -0.94887, 0.79419)
H (-0.48620, 1.57363, 3.21414)
H (-2.31890, 2.91423, 4.17913)
H (-4.69446, 2.65906, 3.29696)
H (-5.07868, 1.06328, 1.38758)
H (-3.23330, -0.20229, 0.41174)
C (-3.20763, -3.96420, -2.47088)
C (-3.24026, -2.49724, -2.80994)
N (-1.92467, -1.77924, -2.54501)
C (-1.72406, -1.35687, -1.22000)
O (-2.48749, -1.81925, -0.33682)
C (-0.60866, -0.44149, -0.97724)
C (0.47753, -0.58316, -1.88829)
O (1.61275, -0.07025, -1.67778)
N (0.30634, -1.40478, -3.04122)
C (1.40825, -1.48772, -4.05924)
C (2.05901, -2.83930, -4.03874)
C (-0.87687, -2.05327, -3.41747)
S (-1.03971, -3.03198, -4.78368)
H (-4.19954, -4.37151, -2.67887)
H (-2.46905, -4.48494, -3.09272)
H (-2.99658, -4.10482, -1.40510)
H (-3.37853, -2.33724, -3.89373)
H (-3.99184, -1.95681, -2.21969)
H (-0.90919, 0.71650, -0.76285)
H (0.86689, -1.35608, -5.00962)
H (2.09590, -0.66334, -3.87307)
H (2.85355, -2.84676, -4.78428)
H (2.49468, -3.04172, -3.05400)
H (1.34595, -3.63319, -4.28902)

---

5.
Here is C39H38AsBaCl4N11O4P2 as an isolated structure at a distorted geometry from OMol25. Energies are from ωB97M-V/def2-TZVPD.

## Properties
Total charge: -2
Multiplicity: 1
Largest force on an atom (eV/A): 3.8
E (eV): -195844.9138

CARTESIAN COORDINATES (ANGSTROEM)
Ba (0.65481, -1.61500, 0.24762)
N (2.51365, -3.68235, 3.24461)
C (2.31588, -2.33084, 3.46705)
N (2.49221, -1.72365, 4.66190)
N (2.02534, -0.49459, 4.49795)
N (1.61303, -0.37835, 3.24612)
N (1.82911, -1.51981, 2.56478)
C (1.50399, -4.42222, 2.58314)
N (1.25388, -5.67254, 2.92308)
N (0.24315, -6.04664, 2.09724)
N (-0.06782, -5.04594, 1.32663)
N (0.72960, -3.97612, 1.60599)
H (2.87985, -4.17294, 4.03748)
O (-0.57302, -0.78406, 2.00124)
P (-0.12402, 0.57651, 2.54647)
C (-1.77445, 1.42449, 1.92056)
P (-1.73070, 1.33675, 0.12388)
O (-0.66094, 0.42652, -0.43102)
C (-1.50120, 3.00278, -0.52838)
C (-2.20906, 4.12989, -0.10334)
C (-1.94035, 5.37456, -0.67152)
C (-0.96563, 5.49007, -1.66450)
C (-0.26596, 4.36654, -2.09216)
C (-0.53047, 3.12056, -1.52792)
C (-3.39156, 0.80132, -0.39018)
C (-4.42524, 1.66368, -0.75656)
C (-5.68849, 1.16217, -1.06370)
C (-5.92614, -0.20750, -1.00926)
C (-4.89744, -1.07788, -0.66073)
C (-3.63539, -0.57668, -0.35474)
C (-0.45278, 0.97323, 4.29961)
C (-1.24560, 0.05921, 4.99813)
C (-1.50350, 0.24744, 6.35415)
C (-0.98333, 1.35648, 7.01868)
C (-0.20640, 2.27806, 6.32042)
C (0.06290, 2.08727, 4.96539)
C (0.98897, 1.80846, 1.73722)
C (2.20394, 1.48051, 1.09574)
C (2.94669, 2.46706, 0.45693)
C (2.54048, 3.79882, 0.49320)
C (1.39335, 4.15065, 1.19289)
C (0.61958, 3.16235, 1.79326)
H (-2.05047, 2.42155, 2.25446)
H (-2.53810, 0.73129, 2.24926)
H (-2.95802, 4.04302, 0.67973)
H (-2.47956, 6.25329, -0.33400)
H (-0.74330, 6.46497, -2.09144)
H (0.50382, 4.45806, -2.85278)
H (0.03571, 2.22877, -1.82574)
H (-4.24559, 2.73001, -0.82246)
H (-6.48588, 1.84150, -1.34161)
H (-6.91096, -0.59573, -1.24785)
H (-5.07032, -2.15128, -0.63134)
H (-2.82882, -1.26016, -0.10348)
H (-1.62982, -0.81422, 4.47664)
H (-2.09778, -0.48307, 6.89779)
H (-1.17391, 1.49630, 8.08017)
H (0.20875, 3.14002, 6.83755)
H (0.70049, 2.78921, 4.43633)
H (2.60220, 0.46115, 1.08309)
H (3.85233, 2.18046, -0.07050)
H (3.12367, 4.55785, -0.01957)
H (1.08072, 5.18979, 1.25770)
H (-0.26722, 3.46263, 2.33292)
Cl (6.39714, 1.48081, -3.34193)
C (5.34803, 0.37368, -2.48768)
C (5.86794, -0.74739, -1.87409)
Cl (7.58606, -1.05504, -1.92692)
C (4.99493, -1.64411, -1.19399)
Cl (5.62518, -3.05816, -0.38786)
C (3.60707, -1.45366, -1.13048)
O (2.77561, -2.23958, -0.52923)
C (3.05111, -0.24928, -1.75985)
O (1.77893, -0.03983, -1.64608)
C (3.94674, 0.61437, -2.42209)
Cl (3.25102, 2.05136, -3.16563)
C (-1.93735, 0.78775, -5.35490)
N (-1.14242, 0.36245, -4.20701)
C (0.32134, 0.57696, -4.26839)
C (-1.64395, -0.63962, -3.45471)
N (-2.11485, -1.49342, -2.81952)
H (-1.73106, 1.83795, -5.55529)
H (-2.99571, 0.67153, -5.13796)
H (-1.69361, 0.20984, -6.25176)
H (0.51044, 1.63717, -4.43906)
H (0.77015, 0.00220, -5.08613)
H (0.79127, 0.29722, -3.32228)
C (0.30017, -3.72207, -3.64334)
As (0.11910, -3.81430, -1.68419)
C (1.29421, -5.37896, -1.54213)
C (-1.61891, -4.74287, -1.66886)
H (0.13523, -4.70464, -4.06998)
H (1.31302, -3.39046, -3.87768)
H (-0.41333, -3.01706, -4.06312)
H (0.90964, -6.18959, -2.14916)
H (1.37281, -5.70149, -0.50606)
H (2.28213, -5.07992, -1.89049)
H (-1.62436, -5.58710, -2.35533)
H (-2.38997, -4.02649, -1.94902)
H (-1.78257, -5.09197, -0.64998)